1.
Below is 2 unconnected molecules or ions with the total composition C4H10NOP in a non-equilibrium geometry, with properties calculated with wB97M-V/def2-TZVPD.

The electronic energy comes out at -629.594445 a.u. The calculation puts the HOMO energy (spin up / spin down) at -0.375 / -0.250 Eh. As for the LUMO energy (spin up / spin down): 0.27 / -1.13 eV.

```
17
C4H10NOP | the OMol25 dataset | wB97M-V/def2-TZVPD
H 1.193 1.728 -0.778
C -0.407 0.242 0.101
P -3.870 -0.511 0.272
N -1.382 0.952 0.793
H 1.808 0.328 -0.104
C 0.941 1.041 0.016
H -0.139 -1.244 -1.251
H -1.512 1.943 0.662
H 1.139 1.635 0.977
C -0.211 -0.884 1.138
H -1.965 -0.688 -1.287
H -1.050 -0.637 1.865
H 0.770 -0.770 1.624
O -4.475 0.226 -0.767
C -0.832 -0.347 -1.183
H -0.259 -1.895 0.820
H -0.810 0.459 -1.942
```

---

2.
Below is 2 unconnected molecules or ions with the total composition C4H10NOP in a non-equilibrium geometry, with properties calculated with wB97M-V/def2-TZVPD.

The electronic energy comes out at -629.603694 a.u. The calculation puts the HOMO energy (spin up / spin down) at -0.271 / -0.271 Eh. As for the LUMO energy (spin up / spin down): 0.04 / 0.03 eV.

```
17
C4H10NOP | the OMol25 dataset | wB97M-V/def2-TZVPD
C -1.322 1.028 2.211
C 1.146 -0.811 -2.777
H 0.966 -2.121 -0.132
H 1.003 -0.985 1.936
H 1.560 -1.858 -2.922
H 0.111 2.278 1.254
P -0.416 -0.900 -1.622
N 0.659 -1.117 -0.171
C -0.549 1.475 1.072
H 1.854 -0.157 -2.211
H -1.019 1.177 0.151
O -0.934 0.460 -1.666
H -2.017 0.325 1.885
H -1.796 1.716 2.812
H 0.817 -0.490 -3.734
C 0.699 -0.482 0.956
H -0.762 0.462 2.958
```

---

3.
Below is a gas-phase ion, C4H10NOS (charge -2) in a non-equilibrium geometry, with properties calculated with wB97M-V/def2-TZVPD.

The electronic energy comes out at -686.448388 a.u. The calculation puts the HOMO energy (spin up / spin down) at 0.142 / -0.017 Eh. As for the LUMO energy (spin up / spin down): 5.77 / 5.75 eV. As for the expectation value of S²: 0.7509. Its charge is -2. Its spin multiplicity is 2.

```
17
C4H10NOS | the OMol25 dataset | wB97M-V/def2-TZVPD
C -1.606 0.530 -0.525
O -0.018 1.879 1.904
H 0.259 -0.677 -1.703
S -2.529 2.048 -0.034
C -0.252 0.114 0.197
H 1.602 0.721 1.155
C 0.663 1.187 0.823
N 0.631 -0.607 -0.764
H 0.963 1.985 0.125
H -2.002 -0.497 -0.599
H -1.195 0.756 -1.534
H 1.833 -2.206 -1.189
H 0.293 -2.732 -0.449
H 1.595 -2.008 0.569
C 1.094 -1.961 -0.405
H -0.454 -0.608 0.997
H -0.876 2.077 1.432
```

---

- electronic energy of number 3 (C4H10NOS)?
  -686.448388 a.u.

---

- The highest electronic energy belongs to which entry?
  number 1

---

- Which value of electronic energy does entry 1 give?
  -629.594445 a.u.

---

- The highest electronic energy belongs to which entry?
  number 1